# 1
# C4H6N2O

A cluster of 2 separate species, C4H6N2O in total in a non-equilibrium geometry (ωB97M-V/def2-TZVPD, the OMol25 dataset).

Calculated values
Relative energy (zero: lowest compared OMol25 entry of this formula, charge and spin) = 1.487 eV
Orbital gap = 10.112 eV
HOMO energy = -9.8 eV
Structure (SMILES) = C=C(C)C=O.N#N

Cartesian coordinates (Å):
O -1.55 -1.01 2.43
N 1.17 -3.71 1.10
N 2.14 -3.49 0.62
C 0.97 0.39 1.62
C 0.20 -0.67 -0.67
C 0.10 -0.29 0.81
C -1.25 -0.67 1.32
H 0.68 0.98 2.47
H -2.02 -0.91 0.47
H -0.52 0.10 -1.06
H 1.94 0.67 1.12
H 1.13 -0.48 -1.34
H -0.19 -1.61 -0.95


# 2
# C16H58O18P2

A cluster of 12 separate species, C16H58O18P2 in total in a non-equilibrium geometry (ωB97M-V/def2-TZVPD, the OMol25 dataset).

Calculated values
Orbital gap = 9.174 eV
HOMO energy = -9.0 eV
Structure (SMILES) = COP(=O)(OC)OC.COP(=O)(OC)OC.CO.CO.CO.CO.CO.CO.CO.CO.CO.CO

Cartesian coordinates (Å):
P 3.97 1.62 4.53
P -0.01 0.08 -0.28
O 1.90 -3.42 -1.23
O 0.56 -1.18 -0.71
O -2.55 -0.13 4.54
O 1.22 -0.74 -6.04
O 1.05 1.18 0.21
O 2.65 2.09 -2.10
O -1.01 0.85 -1.26
O -2.87 -4.66 1.50
O 3.55 3.03 5.24
O -1.59 4.19 -1.59
O 2.79 1.48 3.45
O -3.16 -2.96 -1.42
O -0.92 -0.06 1.05
O -0.01 -5.57 -1.97
O -2.06 4.28 -6.13
O 5.23 2.04 3.65
O 4.21 0.45 5.38
O -0.44 -3.18 4.50
C 2.92 -2.98 -2.09
C -2.75 4.72 -2.28
C -1.13 -5.50 -1.14
C 1.62 0.81 3.91
C 3.47 3.20 -1.73
C 0.59 2.42 0.74
C 3.26 4.15 4.39
C 1.26 -2.02 -5.38
C -0.66 0.98 -2.63
C -1.60 2.95 -6.19
C 6.34 2.70 4.27
C -4.24 -4.45 1.75
C -0.26 -2.38 3.32
C -2.13 -0.78 0.89
C -3.86 0.37 4.73
C -3.07 -2.33 -2.70
H 2.98 3.85 -1.00
H -2.21 2.26 -6.76
H -1.18 -4.51 -0.68
H -2.39 -0.89 5.10
H 4.45 2.89 -1.38
H -3.21 4.08 -3.04
H 2.25 4.03 4.00
H 1.12 0.36 3.05
H 1.23 3.24 0.43
H 1.40 -1.00 -6.95
H -1.48 2.65 -5.14
H -4.22 0.08 5.72
H -4.55 -5.25 2.43
H -4.82 -4.51 0.82
H 3.63 3.83 -2.60
H -3.51 4.87 -1.52
H 0.77 -5.16 -1.57
H -4.11 -2.99 -1.24
H -3.78 1.45 4.81
H 2.30 -2.31 -5.23
H 0.60 2.40 1.83
H -0.05 0.15 -2.98
H 0.84 -2.82 -6.00
H 0.93 1.61 4.22
H 2.81 -1.93 -2.36
H 6.49 3.69 3.83
H -0.44 2.64 0.45
H 2.90 -3.61 -2.98
H 1.81 0.12 4.72
H -3.94 -2.50 -3.33
H 0.65 -2.59 2.76
H 3.95 -3.04 -1.72
H -2.52 -3.86 1.10
H 2.41 1.65 -1.28
H -1.08 -6.05 -0.18
H -4.38 -3.47 2.21
H 0.74 -1.96 -4.43
H -1.24 3.56 -2.23
H -3.00 -1.26 -2.48
H -4.59 0.06 3.98
H 6.18 2.93 5.32
H 3.98 4.28 3.59
H 1.24 -2.71 -1.15
H 3.43 5.06 4.96
H -2.69 -0.86 1.82
H -1.61 0.96 -3.16
H 7.23 2.10 4.14
H -2.80 -0.35 0.14
H -2.18 -2.66 -3.23
H -0.35 -1.30 3.41
H -1.11 -2.67 2.69
H -2.90 4.30 -5.69
H -1.96 -1.82 0.62
H -2.36 5.57 -2.85
H -0.59 2.95 -6.60
H -1.19 -2.79 4.94
H -2.05 -5.88 -1.58
H -0.12 1.89 -2.92


# 3
# C23H42F5NO19PS5

A cluster of 5 separate species, C23H42F5NO19PS5 in total in a non-equilibrium geometry (ωB97M-V/def2-TZVPD, the OMol25 dataset).

Calculated values
Orbital gap = 9.191 eV
Net charge = +1
HOMO energy = -11.7 eV

Cartesian coordinates (Å):
S 1.37 3.37 1.03
S -6.90 2.34 -2.97
S -7.96 5.90 -1.71
S 2.69 -10.10 -1.16
S 7.91 1.39 -0.33
P 1.24 1.59 0.23
F 0.35 -4.08 2.13
F -0.16 -3.39 -1.28
F 1.83 -2.95 1.03
F -0.73 -5.01 0.05
F 1.31 -4.77 -0.59
O 8.19 2.77 -0.19
O -7.36 1.37 -2.04
O -7.52 6.24 -0.19
O -6.75 1.61 -4.41
O 8.56 0.87 -1.70
O -5.33 2.61 -2.71
O 2.59 -10.01 -2.56
O 3.75 1.22 3.89
O 8.85 0.57 0.68
O -1.62 2.78 -2.59
O 6.59 0.87 -0.25
O 3.38 -8.75 -0.61
O 3.30 -11.20 -0.50
O -1.20 0.62 -2.63
O -7.54 3.58 -3.15
O -6.88 6.22 -2.57
O -9.09 7.04 -1.86
O -8.59 4.63 -1.72
O 1.23 -9.86 -0.52
N 0.75 -0.24 2.29
C 1.27 -8.74 0.37
C -9.34 7.65 -0.59
C -0.15 -1.36 2.66
C -1.87 -2.49 1.26
C 9.54 -0.45 -0.04
C -1.91 2.06 0.45
C 2.37 -7.85 -0.16
C 1.45 0.57 3.35
C -0.15 -0.79 0.20
C 5.88 0.65 2.68
C 2.98 0.29 3.18
C -2.56 1.33 -0.78
C 4.83 1.72 3.10
C 0.50 -3.26 1.05
C -5.44 1.85 -4.93
C 0.20 -4.11 -0.23
C -1.31 1.13 1.53
C 9.76 0.13 -1.42
C -4.55 1.93 -3.70
C 0.04 0.45 1.16
C -1.72 1.50 -2.06
C -8.03 7.53 0.17
C -0.37 -2.02 1.24
H 1.50 -9.11 1.37
H 1.49 -0.74 1.78
H 2.76 -7.17 0.60
H 6.40 0.16 3.53
H -9.64 8.69 -0.72
H 1.21 1.64 3.34
H 5.37 2.52 3.63
H -5.45 2.81 -5.46
H 2.03 -7.27 -1.02
H -2.83 0.28 -0.60
H -8.17 7.60 1.25
H -10.14 7.10 -0.10
H 8.90 -1.33 -0.08
H 0.78 1.78 -1.10
H 3.25 0.39 2.10
H 2.53 1.00 0.15
H 9.92 -0.63 -2.18
H 10.47 -0.71 0.45
H -3.51 1.86 -1.00
H -7.31 8.28 -0.16
H -2.16 -2.97 0.31
H 10.60 0.83 -1.43
H -0.81 3.24 -2.30
H 5.39 -0.12 2.06
H -4.32 0.93 -3.32
H 1.16 0.16 4.34
H 0.30 -8.24 0.39
H 6.59 1.16 1.99
H 0.66 -0.97 -0.54
H -2.57 -1.64 1.39
H -2.06 -3.17 2.11
H -1.11 -1.09 3.14
H 3.22 -0.75 3.49
H -1.08 -0.84 -0.38
H 4.44 2.18 2.17
H -1.22 2.83 0.06
H -5.14 1.06 -5.61
H -2.06 0.39 1.86
H -3.63 2.47 -3.89
H -2.73 2.62 0.94
H 0.38 -1.96 3.43
H -1.11 1.77 2.42


# 4
# C3H5NO2P

A structure of composition C3H5NO2P in a non-equilibrium geometry (ωB97M-V/def2-TZVPD, the OMol25 dataset).

Calculated values
Relative energy (zero: lowest compared OMol25 entry of this formula, charge and spin) = 3.944 eV
Orbital gap = 7.701 eV
Net charge = -1
HOMO energy = -3.5 eV

Cartesian coordinates (Å):
P -0.77 -0.22 0.13
O 2.04 2.34 -0.04
O 0.11 1.62 0.85
N 1.59 -0.18 -1.76
C -1.39 -1.10 1.47
C 1.08 1.61 0.02
C 0.90 0.33 -0.89
H -1.10 -2.26 1.30
H -1.58 0.82 -0.31
H -1.23 -1.30 -0.81
H -0.94 -0.65 2.34
H 1.30 -1.01 -2.28


# 5
# C5H5NO

An isolated molecule of C5H5NO in a non-equilibrium geometry (ωB97M-V/def2-TZVPD, the OMol25 dataset).

Calculated values
Relative energy (zero: lowest compared OMol25 entry of this formula, charge and spin) = 5.493 eV
Orbital gap = 9.285 eV
HOMO energy = -8.9 eV

Cartesian coordinates (Å):
O -2.83 -0.41 0.08
N -1.05 1.06 0.03
C 0.42 1.12 -0.18
C -1.72 -0.04 -0.02
C -0.16 -1.34 -0.32
C 0.70 -0.32 -0.25
C 1.29 -1.57 0.14
H 1.67 -1.88 1.23
H 0.51 1.74 -1.06
H 1.84 -2.04 -0.55
H -1.48 1.90 0.40
H 0.81 1.80 0.51


# 6
# C2H7N4O

A cluster of 3 separate species, C2H7N4O in total in a non-equilibrium geometry (ωB97M-V/def2-TZVPD, the OMol25 dataset).

Calculated values
Relative energy (zero: lowest compared OMol25 entry of this formula, charge and spin) = 2.495 eV
Orbital gap = 8.891 eV
Net charge = +1
HOMO energy = -13.5 eV

Cartesian coordinates (Å):
O -3.91 -0.72 0.85
N -1.18 -0.58 -0.51
N -2.99 1.19 -0.21
N 1.18 -0.69 -0.10
N 3.58 -0.05 0.39
C 0.00 -0.75 -0.13
C -3.23 0.04 0.31
H 4.21 -0.84 0.59
H 3.60 0.61 1.18
H -2.20 1.10 -0.91
H -1.66 -1.24 -0.99
H 2.26 -0.51 0.36
H -3.68 1.94 -0.38
H 4.03 0.51 -0.45